Record 1
C2HN5O | the ωB97M-V functional and the def2-TZVPD basis

The geometry in XYZ format:
```
9
Properties=species:S:1:pos:R:3:forces:R:3:mulliken_charge:R:1
C 0.8720 -0.5607 0.0666 4.042 0.158 2.975 0.722
N -0.0496 -1.4094 -0.5239 -5.508 0.832 2.883 -0.363
N 0.0590 1.4343 -0.8293 1.524 -2.553 2.024 -0.018
H -2.2662 -1.1920 -0.4368 0.628 -0.824 0.016 0.377
O 1.5755 -0.6924 1.1143 -3.320 0.819 -5.208 -0.499
C -1.2662 -0.8963 -0.1100 3.001 0.844 -1.920 0.066
N 0.8957 0.5031 -0.9839 -0.608 1.490 0.826 -0.127
N -1.4150 0.3440 0.6559 2.527 -0.240 -0.226 -0.128
N -0.6290 1.3385 0.5073 -2.288 -0.527 -1.372 -0.029
```
Forces are in eV/Å.

Results
multiplicity	1
energy relative to the best compared isomer or geometry (same formula, charge and spin)	369.9	kJ/mol
Kohn-Sham gap	7.98	eV
SMILES	O=c1ncnnnn1
net charge	0



Record 2
C28H39FI2N3O9 | the ωB97M-V functional and the def2-TZVPD basis

The geometry in XYZ format:
```
82
Properties=species:S:1:pos:R:3:forces:R:3:mulliken_charge:R:1
H 3.4709 -3.1496 -3.5455 -0.633 -0.199 0.606 0.355
H 3.8285 -4.0904 -1.4047 -0.911 0.073 0.024 0.419
O -3.4037 -4.1272 0.3224 -0.537 -1.001 0.810 -0.413
H -1.4694 1.7401 -1.9104 0.529 -0.561 0.520 0.577
C -3.7166 -0.2452 0.8871 0.418 1.502 2.363 -0.913
C 0.6224 -0.1793 2.6398 0.116 0.207 2.789 -1.312
H -0.8845 2.6523 2.1446 0.823 -0.638 -0.357 0.127
C 4.0749 3.4312 0.8895 -0.350 0.217 -0.377 0.191
C -2.2916 4.0749 0.4015 0.295 0.611 0.017 -0.703
H -0.0010 2.1382 4.8822 0.504 -0.164 -0.769 0.547
H -0.9553 -3.7071 0.3256 -0.323 0.212 -0.005 0.379
C -0.6595 1.0230 -1.6209 -1.626 0.762 -0.419 0.824
C 2.5443 -3.2854 -2.9410 -0.236 0.125 -0.396 -0.094
C 2.8252 -3.5987 -1.4425 0.965 0.151 0.315 -0.747
H -3.8251 -0.8167 -0.0450 0.104 0.354 0.515 0.237
H 2.3887 1.6319 1.8276 -1.021 -0.061 -0.658 0.147
C 1.5161 -0.5085 0.4691 1.072 -0.060 -1.129 -1.234
H -1.0173 -2.7509 -3.0877 0.565 -0.628 -0.365 -0.174
H -0.1574 3.7496 0.9507 0.725 -1.194 0.156 1.109
H -1.5232 1.0669 3.1966 -0.738 -0.329 -0.445 0.514
C -4.8510 0.1325 1.6437 1.571 -0.297 -0.681 -0.897
H 3.4139 -2.5447 0.4417 -0.244 0.193 -0.604 0.470
H -2.3708 -0.1899 -1.2620 0.444 -0.086 0.830 0.653
H 1.2920 1.5843 -1.4097 -0.065 0.104 1.533 0.824
H -1.6929 4.7671 -0.2484 -0.405 -0.529 0.414 0.295
H 1.9224 -2.3728 -3.1206 0.465 -0.354 0.397 -0.054
H 2.0920 0.0993 -0.2757 -1.136 0.115 0.335 -0.294
C 0.8386 0.5007 3.8045 -0.312 0.221 -1.280 -0.796
C 1.7968 2.2884 1.1483 2.709 1.222 0.941 -0.918
C 1.3818 -1.8456 -0.2853 2.254 -1.002 -0.354 1.659
H 1.0330 -1.7922 -1.3433 -0.411 0.250 1.113 -1.058
H -1.4177 -4.0862 -4.1877 0.764 0.260 0.413 0.413
O 4.2494 3.2582 2.2580 -0.719 -1.054 -0.662 -0.463
N -3.5399 1.2023 3.4969 -0.163 -1.622 -3.209 -0.736
H 0.8539 0.0063 -2.8758 -0.521 0.573 -0.321 0.312
C -4.6592 0.8345 2.8635 -2.367 0.509 0.973 -0.626
O -1.7496 2.7485 0.3473 0.569 -0.731 -0.215 -0.169
C 0.2652 0.2601 1.1774 1.727 -3.426 -0.950 3.131
H -5.5932 1.1339 3.3921 0.698 -0.296 -0.382 0.392
H -3.3353 4.0587 0.0383 0.636 -0.191 0.325 0.258
C -0.1301 0.5352 -3.0267 0.403 -0.847 1.300 -1.743
H -1.7406 1.2559 -4.7562 0.373 0.362 0.182 0.346
O 0.1234 -5.1382 -2.3572 -0.124 -0.471 0.560 -0.470
H 2.0595 -4.3026 -1.0428 0.585 0.390 -0.418 0.314
C 0.3803 1.8564 -0.8195 1.280 -0.773 -3.331 -2.497
N -1.4599 -2.9160 -0.0849 0.189 0.742 -1.101 0.513
C -2.4318 0.1658 1.4842 -2.197 -0.036 -1.684 0.022
H 0.9489 -2.7136 0.2402 -0.222 0.911 -0.194 0.254
H 0.3283 2.9490 -1.0317 -0.467 -0.871 0.451 0.537
C 2.8483 2.8284 0.1169 -0.010 -1.207 0.629 -0.512
C -2.7831 -3.3826 -0.3181 0.126 0.577 -1.063 0.362
C -1.4304 -1.8504 0.9771 -0.104 -1.447 -0.339 -1.486
H 4.9097 2.5522 2.3889 -0.057 0.494 0.123 0.350
C -1.3278 -0.2080 -0.8922 0.993 0.843 -1.263 -0.547
O -0.0174 1.6012 -3.9635 0.089 -0.286 1.509 -0.231
F -3.3615 -2.8937 -1.4776 1.050 0.363 0.762 -0.251
O 4.8407 4.0771 0.2650 0.527 0.302 -0.411 -0.444
H 1.6954 2.3103 4.5474 -0.735 -0.332 -0.504 0.479
C 0.7387 1.9887 4.0448 0.448 0.921 2.764 -1.597
H 1.6650 3.1926 1.7859 -0.783 -0.948 -0.432 0.771
H 2.3759 -0.6383 1.1774 -1.233 -0.004 -0.018 0.249
H 3.2761 1.9704 -0.4598 -0.236 0.786 0.241 0.241
H 0.5391 2.8069 3.3540 -0.091 -0.923 -0.485 0.361
H 3.3741 -1.5160 -1.1064 0.174 -0.551 0.727 0.355
H 2.4809 3.5899 -0.5966 0.275 -0.381 0.542 0.316
C -0.5696 -3.4543 -3.8318 0.196 0.417 -0.888 -0.584
C -2.4936 0.8097 2.7170 2.521 0.516 0.918 0.438
I 1.1107 -2.3084 3.0937 -0.345 0.489 -1.310 0.185
I 1.3895 -0.3800 5.7432 -0.320 0.976 -0.815 0.114
N 0.4943 1.6781 0.6726 -1.350 2.188 0.377 2.392
O -0.8133 1.2991 -5.0614 -0.682 -0.389 -1.427 -0.389
H -0.2150 -2.8864 -4.7206 -0.048 -0.286 0.682 0.327
C -1.1473 -0.3107 0.6646 -1.240 -0.572 0.321 2.680
C -0.5424 2.7046 1.0988 -2.313 2.638 0.776 -1.569
O -1.8237 -2.2606 2.0157 0.325 0.784 1.148 -0.374
C 0.4968 -4.3739 -3.1919 -0.653 -0.025 -0.014 0.716
H -2.2319 4.4612 1.4459 -0.357 -0.202 -0.629 0.331
O 1.8275 -4.3888 -3.5631 -0.446 0.946 0.010 -0.435
C 2.8958 -2.3388 -0.5162 -1.481 0.237 -1.238 -0.925
H -5.8589 -0.1206 1.2775 0.586 0.263 0.452 0.422
H -0.8216 -0.2574 -3.4055 0.401 0.780 0.153 0.968
H -0.8949 -1.0859 -1.4292 -0.277 0.386 1.123 -1.221
```
Forces are in eV/Å.

Results
multiplicity	1
energy relative to the best compared isomer or geometry (same formula, charge and spin)	238.7	kJ/mol
Kohn-Sham gap	7.89	eV
net charge	+1



Record 3
C37H48F3N5O10 | the ωB97M-V functional and the def2-TZVPD basis

The geometry in XYZ format:
```
103
Properties=species:S:1:pos:R:3:forces:R:3:mulliken_charge:R:1
H 2.0409 4.7054 0.2657 -0.105 -0.143 -0.079 0.484
C -2.2893 -1.3111 -5.3567 -1.072 0.062 -0.348 -0.418
C 4.0640 -6.5552 4.8380 0.034 0.103 -0.245 -0.348
H -1.1529 4.4159 -3.0504 -0.020 0.085 0.156 0.752
H 2.5270 -0.3390 2.5602 2.987 4.451 1.666 0.669
C -2.1507 -4.2978 -3.4886 0.446 -0.133 0.117 -0.730
H 3.4485 0.7749 0.5522 0.259 -0.447 0.079 0.307
H 5.0024 -8.2644 3.9292 -0.058 0.035 0.160 0.479
C -1.8519 1.0170 -2.6800 1.692 -0.440 -0.208 -0.807
F -3.4573 4.6669 4.3793 0.467 0.065 0.703 -0.320
C 3.6503 -4.6828 3.4124 -0.100 -1.004 0.221 0.357
H -0.2914 2.4762 -2.7017 -0.103 0.211 0.297 0.337
H -2.4584 0.7099 -6.0279 -0.140 0.252 0.299 0.374
O 4.4236 -8.3128 6.2844 -0.101 0.231 -0.006 -0.613
C -0.7906 1.8836 -1.9265 -0.957 -0.439 -0.571 -1.356
H -1.4388 -1.7537 -4.8325 -0.126 0.105 -0.002 0.319
H 0.7622 4.1778 -2.0699 -0.007 -0.275 0.243 0.406
C 3.8408 -2.0278 2.4242 6.230 -0.416 0.410 -0.837
N 3.9722 -7.1882 6.1622 0.024 -0.111 0.173 1.002
C -1.2607 0.9064 2.1709 -0.209 0.011 0.234 -0.415
H -4.7506 5.2634 0.2205 0.196 0.114 -0.026 0.516
C -1.1381 4.2670 -0.9272 0.975 -1.054 -1.709 0.492
N 6.4346 -2.6543 -0.1876 -0.460 0.407 0.258 1.035
C -3.8750 4.9845 0.8090 0.191 -0.140 -0.026 -0.066
C -3.1643 4.1288 -2.5696 0.362 0.649 0.938 -0.118
H -4.4568 -1.6674 -5.5210 0.152 -0.091 -0.040 0.404
C 1.8085 2.6213 -0.0341 1.511 1.717 -0.935 -0.030
H -3.1918 6.0389 2.5783 -0.067 -0.172 0.042 0.419
C 3.5809 -5.2692 4.6661 -0.084 0.155 0.024 -0.303
F -5.3243 3.9842 3.6836 -1.116 -0.768 -0.261 -0.297
C 0.3891 4.5110 -1.1003 -0.405 0.885 1.004 -1.074
H -3.4923 -3.7193 -6.4043 0.174 -0.126 0.154 0.400
H -3.1964 -0.9354 4.2564 0.040 -0.036 -0.008 0.398
C 3.8486 -0.1796 0.8769 -0.223 0.521 -0.249 -0.910
C 5.3649 -2.0039 0.5836 0.411 0.387 -0.929 -0.813
H 5.2556 -3.5865 2.0372 0.227 0.635 -0.209 1.568
H 3.1504 -4.7206 5.4919 0.003 -0.146 0.086 0.506
H -4.9062 6.1194 2.3815 -0.109 -0.357 0.153 0.349
H -3.7542 3.6362 -1.7909 0.233 0.078 0.085 0.513
H -1.2810 1.8299 1.6061 -0.011 -0.212 0.340 0.406
H -0.8338 2.4520 0.1355 -0.230 0.265 -0.484 -2.554
C -1.3743 2.7337 -0.7787 0.841 0.386 0.815 1.762
H 5.1144 -7.2169 1.7034 0.007 0.004 0.038 0.405
H -1.2053 -2.3880 4.1836 0.147 -0.004 -0.047 0.476
C 4.8635 -2.6337 1.7108 -0.579 0.306 1.320 -0.626
C -3.4394 -3.5926 -5.3159 -0.320 0.596 -0.582 -0.681
H -2.9147 -3.7147 -2.9635 0.059 -0.066 -0.102 0.322
H -3.7306 3.9059 0.6975 -0.124 0.191 0.307 0.073
H -1.1688 -3.9765 -3.1206 -0.144 -0.034 -0.084 0.251
N 1.0735 -1.9219 2.8317 -3.344 -0.168 0.647 1.122
C 4.6221 -7.2629 3.7867 0.114 -0.224 -0.058 -0.411
C -4.0589 5.4403 2.2851 0.379 -0.014 -0.768 -1.017
H -3.0592 4.6670 -4.3452 -0.192 -0.123 -0.136 0.263
C -1.3663 0.7846 -4.1297 -0.811 0.554 -0.354 -0.675
C -2.3402 -0.6488 3.6603 0.258 -0.053 -0.127 -0.764
H -3.2255 1.1735 2.9692 -0.064 -0.108 0.029 0.565
O 3.4473 -6.5522 7.0584 0.103 -0.121 -0.157 -0.607
H -3.4563 0.3189 -4.5988 0.160 0.376 -0.094 0.459
O -2.1904 -4.1133 -4.8970 -0.470 -0.010 0.421 -0.386
O 6.8238 -3.7447 0.1911 0.049 -0.093 -0.040 -0.631
H 5.2713 -0.2910 -0.7164 0.088 -0.090 0.020 0.545
H -0.4934 0.1223 -4.1573 -0.062 0.148 0.164 0.346
H 0.4954 5.6048 -1.1028 -0.010 -0.183 -0.118 0.624
C -2.4655 0.2118 -5.0539 0.554 -1.091 -0.214 -0.962
H -3.7508 -1.9580 -3.9301 -0.165 0.051 -0.166 0.234
C 4.6864 -6.6724 2.5349 -0.090 0.125 0.011 -0.709
C -2.6393 5.6979 0.2541 -1.584 -2.954 0.988 0.331
O 2.0278 -1.5328 2.1777 -13.541 -7.200 -4.094 -0.290
O -1.4953 4.9619 0.2792 0.046 -0.128 -0.146 -0.178
H -4.2821 -4.1589 -4.8893 0.191 0.038 0.032 0.364
H 3.4363 -2.5099 3.3051 0.778 1.854 -0.196 0.876
H -2.1369 -1.4842 -6.4310 0.327 0.177 0.174 0.322
C -3.5816 -2.0843 -5.0106 0.756 -0.490 0.738 -0.674
O 6.8677 -2.0664 -1.1629 0.091 -0.123 -0.001 -0.657
H -1.8095 0.0243 -2.2121 -0.722 0.206 0.168 0.296
C 4.8722 -0.7799 0.1614 0.008 -0.341 -0.054 -0.567
C -2.3584 0.5377 2.9380 0.117 -0.156 -0.077 -0.696
H 4.2447 -4.9278 1.3663 -0.129 -0.335 0.055 0.650
H 0.6217 4.0768 1.0458 -0.153 -0.198 -0.255 0.251
H -2.8537 1.4469 -2.6534 0.091 -0.084 -0.018 0.516
H -0.0258 1.1905 -1.5658 -0.088 0.216 0.159 0.569
O 1.0548 -2.9618 3.4642 0.498 -0.247 0.645 -0.690
C 4.1986 -5.3852 2.3473 -0.247 -0.613 -0.007 -0.590
F -3.4809 3.2188 2.8198 -0.003 -0.853 -0.290 -0.202
H 3.2747 -3.6829 3.2639 -0.181 -2.189 0.205 0.052
H -2.2700 -5.3580 -3.2264 -0.099 0.151 -0.114 0.282
C -1.8051 4.7612 -2.2393 -0.276 -0.566 0.137 -1.388
N -3.6838 4.1626 -3.7055 -0.209 0.127 -0.972 -0.746
C -0.1271 -1.0765 2.8589 -0.050 0.256 0.241 -0.333
O 1.3363 1.6395 0.4093 -0.999 -1.169 0.390 -0.453
H 3.6556 3.2793 -0.3925 0.133 -0.033 -0.467 0.300
H -2.4229 2.5044 -0.5634 0.089 0.012 -0.274 1.332
H 0.7148 0.3957 1.5315 -0.342 -0.352 0.300 1.019
C -0.1373 0.0996 2.1290 0.423 -0.238 0.042 -0.072
C -1.2188 -1.4653 3.6208 -0.200 -0.230 0.273 -0.558
H -1.8367 5.8500 -2.3473 -0.129 -0.092 0.304 0.611
H -1.0358 1.7499 -4.5437 -0.044 -0.129 0.112 0.500
C -4.1136 4.2891 3.2703 0.612 2.001 0.411 0.872
H 2.8867 2.6961 -1.7268 0.319 -0.055 0.013 0.296
N 3.0892 2.5068 -0.7444 -0.949 0.782 0.322 -0.400
O -2.7161 6.8022 -0.0937 0.545 3.264 -1.147 -0.500
C 3.3321 -0.8053 2.0055 6.928 4.215 0.264 0.000
C 1.2020 4.0111 0.1211 0.698 0.206 -0.097 -0.911
```
Forces are in eV/Å.

Results
multiplicity	1
Kohn-Sham gap	6.26	eV
net charge	0



Record 4
C4H12 | the ωB97M-V functional and the def2-TZVPD basis

The geometry in XYZ format:
```
16
Properties=species:S:1:pos:R:3:forces:R:3:mulliken_spin:R:1
H -0.7847 -2.9270 -1.3410 -0.179 0.520 0.397 0.070
H 0.1381 -1.4922 -2.0283 -0.472 -0.586 0.415 -0.005
C -0.3386 -1.9285 -1.1230 2.311 1.615 0.697 0.071
H -1.0370 -1.1191 -0.7619 -0.007 -1.431 -0.418 0.018
H 0.8467 -3.1310 0.5778 -0.189 1.856 -0.817 0.072
H 0.5441 0.8153 0.6275 3.904 -1.920 0.191 0.029
H 0.6672 3.1902 0.3339 0.079 0.296 -0.157 0.024
H 1.8488 -2.0176 -0.4207 -0.085 0.139 -0.251 -0.004
C -0.2758 1.2641 0.2638 -3.405 3.713 -0.877 0.023
C -0.2173 2.7108 0.7453 -0.213 -0.988 -0.152 0.134
H -1.1031 0.7305 0.6498 -1.443 -0.257 0.584 0.022
C 0.8352 -2.1157 -0.0486 -1.342 -1.888 -0.259 0.169
H -0.5002 1.2488 -0.8528 0.961 -0.443 0.615 0.089
H -1.1531 3.2975 0.7619 -0.065 -0.279 -0.561 0.053
H -0.0419 2.8742 1.8327 0.273 -0.261 0.434 0.117
H 0.5716 -1.4002 0.7835 -0.128 -0.086 0.157 0.117
```
Forces are in eV/Å.

Results
multiplicity	2
energy relative to the best compared isomer or geometry (same formula, charge and spin)	132.5	kJ/mol
Kohn-Sham gap (alpha / beta)	14.33 / 3.50	eV
net charge	+1
expectation value of S²	0.7533



Record 5
C3H9N2 | the ωB97M-V functional and the def2-TZVPD basis

The geometry in XYZ format:
```
14
Properties=species:S:1:pos:R:3:forces:R:3:mulliken_charge:R:1
H -2.0653 -0.3941 -0.0572 1.958 -0.388 -0.637 0.263
N -1.2962 -0.7597 -0.6796 -1.239 -2.092 -0.905 -0.355
H 0.5668 1.3378 2.2492 -0.163 0.522 0.736 0.336
H 0.2780 1.6196 -0.2009 0.748 0.061 0.342 0.342
C -0.0695 0.6624 1.7019 -0.763 -0.893 1.731 -1.129
H 1.7562 -0.2517 -1.5474 -1.240 -1.141 -0.909 0.256
H 0.1127 -0.3352 2.2227 -0.525 1.147 -0.781 0.308
C 0.5696 0.7192 0.3603 -2.982 -2.382 -3.522 -0.523
N 0.8147 -0.6972 -1.6834 0.640 -1.855 -2.557 -0.367
H -1.5625 -1.5979 -1.2417 -0.219 1.167 0.535 0.243
C -0.0294 -0.4309 -0.7635 -0.524 4.356 4.390 0.622
H -1.1763 1.0078 1.8548 2.115 -0.664 -0.705 0.356
H 0.5003 -1.3167 -2.5219 1.456 1.606 1.781 0.279
H 1.6009 0.4366 0.3066 0.738 0.557 0.501 0.370
```
Forces are in eV/Å.

Results
multiplicity	1
energy relative to the best compared isomer or geometry (same formula, charge and spin)	82.1	kJ/mol
Kohn-Sham gap	12.49	eV
SMILES	CCC(N)=[NH2+]
net charge	+1